1.
A cluster of 2 separate species, C3H4ClO4 in total. Source: OMol25; level of theory: wB97M-V/def2-TZVPD.

Structure (XYZ):
```
12
Properties=species:S:1:pos:R:3
C -0.195 0.771 -0.981
C 0.814 -0.189 -0.874
C -0.315 -1.068 1.822
O 0.053 1.967 -0.759
O -1.544 0.355 -1.157
O 2.125 0.289 -0.836
O -0.010 -0.521 2.858
Cl -1.557 -2.255 1.908
H 0.595 -1.156 -1.242
H 0.005 -0.725 0.674
H 1.901 1.293 -0.601
H -1.872 1.240 -0.811
```

Calculated values
Energy above the lowest of the compared OMol25 structures with the same formula, charge and spin (eV): 3.1934
Charge: -1
E_LUMO (Eh): 0.1255
Calculated total energy (eV): -23887.976

The molecule's Löwdin atomic charges, reported in e, are given here:
1 C -0.645
2 C -0.290
3 C -0.746
4 O -0.068
5 O -0.023
6 O -0.115
7 O -0.077
8 Cl 0.563
9 H 0.082
10 H 0.084
11 H 0.128
12 H 0.108


2.
A cluster of 2 separate species, C3H4ClO4S in total. Source: OMol25; level of theory: wB97M-V/def2-TZVPD.

Structure (XYZ):
```
13
Properties=species:S:1:pos:R:3
C 1.140 0.265 0.267
C 2.135 -0.782 0.691
C -0.262 -0.226 -0.007
O 5.162 -0.348 -1.382
O 4.464 1.832 -0.383
O 5.538 0.267 1.009
O 1.435 -0.024 1.605
S 4.802 0.406 -0.194
Cl 1.840 -2.502 0.398
H 1.419 1.167 -0.051
H -0.824 0.487 -0.687
H -0.818 -0.433 0.967
H -0.227 -1.202 -0.483
```

Calculated values
Energy above the lowest of the compared OMol25 structures with the same formula, charge and spin (eV): 3.6537
Charge: -1
E_LUMO (alpha / beta) (Eh): 0.1063 / 0.1230
Calculated total energy (eV): -34721.106

The molecule's Löwdin atomic charges, reported in e, are given here:
1 C -0.372
2 C -0.625
3 C -0.089
4 O -0.389
5 O -0.414
6 O -0.376
7 O -0.074
8 S 0.497
9 Cl 0.559
10 H 0.080
11 H 0.083
12 H 0.101
13 H 0.021


3.
An isolated molecule of C3H4ClP. Source: OMol25; level of theory: wB97M-V/def2-TZVPD.

Structure (XYZ):
```
9
Properties=species:S:1:pos:R:3
C -0.966 1.193 -1.054
C -0.024 -0.374 0.545
C 1.270 -0.761 -0.060
P -0.860 1.104 0.644
Cl -2.349 1.122 1.989
H -1.924 0.805 -1.504
H 1.387 -0.581 -1.099
H 1.268 -1.900 -0.087
H 2.198 -0.609 0.627
```

Calculated values
Energy above the lowest of the compared OMol25 structures with the same formula, charge and spin (eV): 3.5805
E_LUMO (alpha / beta) (Eh): -0.0311 / -0.0708
Calculated total energy (eV): -24979.697
Spin multiplicity: 3

The molecule's Löwdin atomic charges, reported in e, are given here:
1 C -0.167
2 C -0.265
3 C -0.210
4 P 0.241
5 Cl 0.184
6 H -0.018
7 H 0.046
8 H 0.084
9 H 0.103


4.
A structure of composition C3H4CoO4. Source: OMol25; level of theory: wB97M-V/def2-TZVPD.

Structure (XYZ):
```
12
Properties=species:S:1:pos:R:3
O -1.768 0.576 -0.239
C -1.410 -0.047 -1.383
C -0.785 0.502 0.809
O -0.730 0.617 -2.178
O -0.915 -1.215 -1.016
C 0.155 -0.593 0.419
H -1.310 0.230 1.734
H -0.302 1.488 0.870
H 0.531 -1.552 0.775
O 2.126 0.075 0.545
H 2.621 -0.702 0.820
Co 1.787 0.620 -1.155
```

Calculated values
Energy above the lowest of the compared OMol25 structures with the same formula, charge and spin (eV): 4.4434
Charge: +1
E_LUMO (alpha / beta) (Eh): -0.2480 / -0.2938
Calculated total energy (eV): -48977.050
Spin multiplicity: 5

The molecule's Löwdin atomic charges, reported in e, are given here:
1 O -0.005
2 C -0.554
3 C -0.126
4 O 0.058
5 O 0.007
6 C 0.155
7 H 0.159
8 H 0.147
9 H 0.125
10 O -0.275
11 H 0.058
12 Co 1.251


5.
A structure of composition C3H4CsO. Source: OMol25; level of theory: wB97M-V/def2-TZVPD.

Structure (XYZ):
```
9
Properties=species:S:1:pos:R:3
C 1.446 -1.167 -1.619
C 1.414 -1.804 -0.216
C 2.497 -0.921 -0.748
H 1.425 -1.773 -2.534
H 1.816 -2.565 0.466
H 0.479 -1.967 0.337
H 3.346 -0.335 -0.398
O 0.217 0.265 -1.806
Cs -1.053 1.096 0.847
```

Calculated values
Energy above the lowest of the compared OMol25 structures with the same formula, charge and spin (eV): 0.4840
E_LUMO (alpha / beta) (Eh): -0.0259 / -0.0257
Calculated total energy (eV): -5763.149
Spin multiplicity: 2

The molecule's Löwdin atomic charges, reported in e, are given here:
1 C -0.267
2 C -0.250
3 C -0.050
4 H 0.099
5 H 0.065
6 H 0.046
7 H 0.083
8 O -0.639
9 Cs 0.913


6.
A structure of composition C3H4CuLiO5. Source: OMol25; level of theory: wB97M-V/def2-TZVPD.

Structure (XYZ):
```
14
Properties=species:S:1:pos:R:3
C 1.010 0.716 -1.250
C 1.692 -0.656 -1.318
O 2.857 -0.755 -1.710
O -0.403 0.531 -1.215
H 1.288 1.308 -2.121
H 1.318 1.229 -0.339
H 1.122 -1.492 -0.912
Li -1.952 1.329 -0.421
O -0.395 0.949 2.338
C -1.079 -0.071 2.185
O -2.074 0.075 1.304
O -0.349 -1.167 2.160
Cu -2.464 -2.152 1.608
H -0.572 0.157 -0.308
```

Calculated values
E_LUMO (Eh): -0.0493
Calculated total energy (eV): -58255.625

The molecule's Löwdin atomic charges, reported in e, are given here:
1 C -0.170
2 C -0.175
3 O 0.043
4 O -0.169
5 H 0.132
6 H 0.140
7 H 0.128
8 Li 0.818
9 O -0.060
10 C -0.924
11 O -0.298
12 O -0.147
13 Cu 0.625
14 H 0.056


7.
A cluster of 2 separate species, C3H4F2 in total. Source: OMol25; level of theory: wB97M-V/def2-TZVPD.

Structure (XYZ):
```
9
Properties=species:S:1:pos:R:3
C -1.534 0.458 0.708
C -0.318 0.901 0.443
C 1.525 -0.944 -0.802
F 0.332 1.960 0.898
F 0.718 -1.518 -1.731
H -2.235 0.978 1.449
H -1.912 -0.498 0.188
H 2.267 -0.238 -1.326
H 1.157 -1.098 0.173
```

Calculated values
Energy above the lowest of the compared OMol25 structures with the same formula, charge and spin (eV): 5.0548
E_LUMO (alpha / beta) (Eh): 0.0142 / -0.0190
Calculated total energy (eV): -8605.059

The molecule's Löwdin atomic charges, reported in e, are given here:
1 C -0.037
2 C -0.186
3 C -0.001
4 F 0.032
5 F -0.084
6 H 0.081
7 H 0.079
8 H 0.098
9 H 0.019


8.
A cluster of 2 separate species, C3H4F2 in total. Source: OMol25; level of theory: wB97M-V/def2-TZVPD.

Structure (XYZ):
```
9
Properties=species:S:1:pos:R:3
C 2.329 1.464 -0.578
C 0.777 -0.473 -0.184
C -0.637 -0.692 -0.112
F 3.452 0.865 -0.567
F 1.448 -1.451 -0.628
H 2.089 2.032 0.345
H -0.967 -1.613 -0.586
H -0.617 -0.551 1.051
H -1.266 0.186 -0.514
```

Calculated values
Energy above the lowest of the compared OMol25 structures with the same formula, charge and spin (eV): 2.1071
E_LUMO (alpha / beta) (Eh): 0.0275 / -0.0116
Calculated total energy (eV): -8602.512
Spin multiplicity: 3

The molecule's Löwdin atomic charges, reported in e, are given here:
1 C -0.067
2 C -0.225
3 C -0.108
4 F -0.020
5 F 0.077
6 H 0.037
7 H 0.069
8 H 0.127
9 H 0.111


9.
An isolated molecule of C3H4F2S. Source: OMol25; level of theory: wB97M-V/def2-TZVPD.

Structure (XYZ):
```
10
Properties=species:S:1:pos:R:3
F 0.710 1.638 -0.154
C -0.424 0.934 0.322
C -0.046 -0.552 0.497
S 1.513 -0.736 -0.153
C -1.103 -0.160 -0.490
F -2.289 -0.499 0.001
H -1.088 1.483 1.093
H -0.344 -1.109 1.367
H 2.192 -0.212 0.939
H -1.309 0.041 -1.553
```

Calculated values
Energy above the lowest of the compared OMol25 structures with the same formula, charge and spin (eV): 2.1671
E_LUMO (Eh): 0.0307
Calculated total energy (eV): -19443.304
SMILES string: F[C@@H]1C(S)[C@H]1F

The molecule's Löwdin atomic charges, reported in e, are given here:
1 F -0.108
2 C -0.232
3 C -0.593
4 S 0.830
5 C -0.320
6 F 0.032
7 H 0.178
8 H 0.111
9 H -0.067
10 H 0.169


10.
An isolated molecule of C3H4F2S. Source: OMol25; level of theory: wB97M-V/def2-TZVPD.

Structure (XYZ):
```
10
Properties=species:S:1:pos:R:3
F 1.588 -0.044 -0.980
C 0.900 0.183 0.185
C -0.474 -0.455 0.327
S -1.193 -1.336 -1.013
C -0.310 1.056 0.119
F -0.592 1.889 1.140
H 1.569 0.181 1.029
H -0.746 -0.702 1.299
H -0.183 -2.229 -1.223
H -0.559 1.458 -0.883
```

Calculated values
Energy above the lowest of the compared OMol25 structures with the same formula, charge and spin (eV): 0.9366
E_LUMO (Eh): 0.0311
Calculated total energy (eV): -19444.534
SMILES string: F[C@@H]1C(S)[C@H]1F

The molecule's Löwdin atomic charges, reported in e, are given here:
1 F -0.003
2 C -0.258
3 C -0.552
4 S 0.780
5 C -0.288
6 F 0.035
7 H 0.153
8 H 0.082
9 H -0.110
10 H 0.160


Which of these has the lowest calculated total energy?
C3H4CuLiO5